<P>
The following is a quantum chemistry calculation of one molecule with the formula C5H8NO2P, from the OMol25 dataset.

Last column: natural (NBO) charge in e.
CARTESIAN COORDINATES (ANGSTROEM)
C: 0.4294 -0.4042 1.2621  -0.26
C: 1.2412 0.1896 0.4194  0.10
C: -0.9730 0.0124 1.5295  -0.69
C: -0.2413 1.5794 -0.5858  -0.63
C: -1.4793 -0.8637 -1.3018  -0.91
N: 2.5908 -0.0461 -0.0769  0.45
O: 2.8724 -1.1553 -0.5728  -0.38
O: 3.3671 0.9110 -0.1128  -0.36
P: -1.6925 0.6020 -0.1420  0.78
H: 0.9458 -1.2083 1.9735  0.24
H: -1.4432 -0.9160 1.8371  0.25
H: -1.1786 0.9481 2.0890  0.25
H: -0.2126 2.5034 -0.0270  0.23
H: 0.1077 1.3961 -1.6086  0.24
H: -1.2535 -0.4948 -2.2410  0.23
H: -2.3194 -1.4715 -1.4219  0.23
H: -0.7608 -1.5822 -1.0198  0.23

* gap between HOMO and LUMO (spin up / spin down): 0.30574 / 0.30577 Ha
* total charge: 0
* LUMO (spin up / spin down): -0.76 / -0.76 eV

---

<Q>
The following is a quantum chemistry calculation of one molecule with the formula C5H8NO2P, from the OMol25 dataset.

Last column: natural (NBO) charge in e.
CARTESIAN COORDINATES (ANGSTROEM)
C: -1.3310 -1.0182 0.3113  -0.16
C: -2.7486 -0.9123 0.5567  -0.15
C: -1.5561 0.9063 -0.9329  -0.37
C: 0.7057 -0.0819 -0.6093  -0.25
C: 1.5532 0.6482 0.4611  -0.07
N: -0.7834 -0.0334 -0.3933  -0.27
O: -3.2018 0.2910 1.1589  -0.73
O: 1.6111 2.0375 0.2742  -0.70
P: -3.4861 0.4460 -0.5047  0.83
H: -1.0810 -2.0935 0.2261  0.20
H: -3.2236 -1.7039 0.9455  0.20
H: -1.2014 1.7183 -1.4596  0.20
H: 0.7488 0.2626 -1.6045  0.22
H: 0.9249 -1.0812 -0.8636  0.22
H: 2.5707 0.3621 0.3417  0.19
H: 1.1625 0.4571 1.4812  0.18
H: 0.6607 2.3656 0.3435  0.47

* gap between HOMO and LUMO: 0.28700 Ha
* total charge: 0
* LUMO: 0.48 eV

---

What should be chosen as the least stable of them? Choose <P>.

---

<P>
The following is a quantum chemistry calculation of C16H48O8S8 as an isolated structure, from the OMol25 dataset.

Last column: Löwdin charge in e.
CARTESIAN COORDINATES (ANGSTROEM)
C: 1.8372 -0.7907 2.3238  -0.39
S: 3.0665 -1.5067 3.5422  0.84
O: 3.3357 -0.4724 4.6083  -0.55
C: 2.2168 -2.9762 4.2945  -0.22
H: 1.8000 -1.6035 1.5985  0.00
H: 2.1528 0.0429 1.6964  -0.09
H: 0.8478 -0.6769 2.7670  0.06
H: 1.6365 -2.5650 5.1205  0.04
H: 2.8435 -3.7202 4.7863  0.05
H: 1.4974 -3.3282 3.5552  0.04
C: -3.1092 2.8423 -3.6710  -0.20
S: -3.2281 2.5638 -1.7953  0.96
O: -2.9028 1.0744 -1.5845  -0.61
C: -1.7262 3.4895 -1.2192  -0.27
H: -3.2288 3.9178 -3.8025  0.04
H: -3.8712 2.2506 -4.1782  0.05
H: -2.0875 2.6055 -3.9681  0.04
H: -1.7402 3.4452 -0.1302  -0.01
H: -1.7685 4.5524 -1.4570  0.09
H: -0.7464 3.1052 -1.5028  0.01
C: 3.4551 -1.2464 0.4959  -0.31
S: 4.8408 -0.3401 1.4089  0.91
O: 5.7724 0.3435 0.3490  -0.59
C: 3.8853 1.2012 1.9613  -0.21
H: 3.7784 -1.7201 -0.4310  0.07
H: 2.8005 -0.4170 0.2277  0.03
H: 2.9129 -2.0465 0.9998  0.03
H: 4.6452 1.9369 2.2246  0.07
H: 3.3028 0.9584 2.8500  0.02
H: 3.1784 1.5492 1.2081  0.00
C: -1.6389 1.9987 2.9333  -0.24
S: -3.2501 2.1718 2.1269  0.97
O: -2.9898 3.0686 0.9396  -0.62
C: -3.5759 0.4970 1.4409  -0.36
H: -1.5771 1.2840 3.7540  0.07
H: -1.2327 2.9605 3.2464  0.07
H: -0.9956 1.7467 2.0902  -0.05
H: -3.0410 -0.3479 1.8746  0.04
H: -3.4397 0.3658 0.3674  -0.01
H: -4.6654 0.5104 1.4714  0.05
C: 0.5105 -4.1657 -3.2278  -0.22
S: 1.3564 -2.4827 -3.1270  0.91
O: 0.3519 -1.4555 -3.5546  -0.55
C: 1.4600 -2.2692 -1.2843  -0.33
H: 0.1103 -4.1693 -4.2416  0.05
H: -0.3313 -4.2964 -2.5479  0.02
H: 1.2510 -4.9361 -3.0129  0.05
H: 0.5307 -1.7989 -0.9628  -0.10
H: 2.2125 -1.5216 -1.0339  0.03
H: 1.9256 -3.0786 -0.7220  0.10
C: 0.2889 1.4505 -2.7212  -0.28
S: 1.8118 2.4104 -3.0268  0.90
O: 1.6302 3.5007 -4.0982  -0.57
C: 2.0021 2.9571 -1.2849  -0.23
H: -0.5560 1.8789 -2.1819  -0.02
H: 0.7809 0.6722 -2.1379  0.02
H: -0.1555 0.9328 -3.5713  0.07
H: 2.6735 3.8156 -1.2960  0.06
H: 2.4634 2.1578 -0.7048  0.03
H: 1.0675 3.2060 -0.7820  0.04
C: 0.1235 -0.9040 -0.0829  -0.29
S: 0.3834 0.5908 1.0057  1.07
O: 1.7861 1.1755 0.8929  -0.61
C: -0.9722 1.5610 0.1075  -0.29
H: -0.7239 -1.5604 0.1151  0.00
H: 1.0637 -1.4551 -0.0615  -0.01
H: 0.1221 -0.7293 -1.1587  0.08
H: -1.9282 1.1832 0.4702  0.00
H: -0.6952 1.5455 -0.9466  -0.01
H: -1.0931 2.6125 0.3682  0.02
C: -1.7108 -2.8593 -0.6299  -0.19
S: -2.8086 -1.4043 -0.1367  1.02
O: -2.1009 -0.5565 0.8563  -0.73
C: -4.1582 -2.1652 0.8800  -0.19
H: -2.4416 -3.6415 -0.8350  0.07
H: -1.0242 -3.1224 0.1747  0.08
H: -0.9838 -2.6137 -1.4040  0.03
H: -4.8883 -1.4475 1.2540  0.05
H: -3.6883 -2.7083 1.7000  0.07
H: -4.6365 -3.0337 0.4273  0.06

* gap between HOMO and LUMO: 0.28559 Ha
* total charge: 0
* LUMO: -0.38 eV

---

<Q>
The following is a quantum chemistry calculation of a 8-piece molecular cluster, C16H48O8S8 overall, from the OMol25 dataset.

Last column: Löwdin charge in e.
CARTESIAN COORDINATES (ANGSTROEM)
C: 23.4560 -24.5603 26.0010  -0.25
S: 22.4232 -24.0317 24.5115  0.84
O: 21.8734 -25.2262 23.7307  -0.58
C: 21.0262 -23.4030 25.5381  -0.27
H: 24.4873 -24.6885 25.6722  0.04
H: 23.1337 -25.4395 26.5589  0.06
H: 23.4282 -23.6734 26.6340  0.03
H: 20.7229 -24.2534 26.1488  0.05
H: 20.2202 -23.0308 24.9057  0.05
H: 21.3741 -22.6697 26.2658  0.04
C: 15.1663 -23.3679 28.9455  -0.26
S: 14.0425 -22.0847 28.2686  0.84
O: 12.6108 -22.6804 28.1660  -0.59
C: 14.0621 -21.0433 29.7577  -0.28
H: 14.9812 -23.3634 30.0197  0.04
H: 16.1428 -22.9584 28.6870  0.04
H: 15.0944 -24.3819 28.5520  0.06
H: 13.3688 -21.4010 30.5189  0.06
H: 13.6223 -20.0861 29.4776  0.04
H: 15.1069 -20.8762 30.0196  0.05
C: 15.3986 -24.5165 34.3510  -0.26
S: 16.3541 -23.7970 35.7798  0.84
O: 17.4095 -24.8373 36.1657  -0.59
C: 17.3775 -22.5196 34.8649  -0.25
H: 16.0203 -24.8422 33.5172  0.05
H: 14.8034 -23.7086 33.9254  0.04
H: 14.9342 -25.4432 34.6880  0.05
H: 18.0575 -22.0026 35.5419  0.04
H: 16.8483 -21.7802 34.2637  0.05
H: 18.1117 -23.0642 34.2711  0.04
C: 27.2438 -13.5408 35.5744  -0.27
S: 26.5297 -13.6482 33.8876  0.81
O: 25.0013 -13.5487 33.8595  -0.58
C: 27.3251 -12.0855 33.2270  -0.25
H: 26.8298 -12.6884 36.1130  0.05
H: 28.3289 -13.5021 35.4791  0.05
H: 26.9104 -14.4188 36.1277  0.04
H: 28.4003 -11.9177 33.2897  0.05
H: 26.8383 -11.3067 33.8140  0.04
H: 26.9920 -12.0082 32.1920  0.04
C: 16.1541 -16.7575 24.8196  -0.26
S: 17.4451 -16.7000 26.0720  0.79
O: 18.2277 -17.9621 25.9310  -0.57
C: 18.6610 -15.4846 25.5341  -0.27
H: 15.4968 -15.8941 24.7160  0.05
H: 15.4802 -17.5828 25.0495  0.05
H: 16.7246 -16.9259 23.9062  0.05
H: 19.2555 -15.1887 26.3985  0.05
H: 18.2017 -14.5784 25.1392  0.05
H: 19.2941 -15.8698 24.7348  0.06
C: 20.7930 -9.9005 33.3442  -0.25
S: 19.2273 -10.3444 34.2128  0.78
O: 18.3544 -9.1904 34.4845  -0.56
C: 18.4137 -11.3557 32.9106  -0.25
H: 20.5181 -9.2919 32.4828  0.05
H: 21.3702 -10.7949 33.1096  0.05
H: 21.3724 -9.3462 34.0826  0.04
H: 19.1059 -12.1976 32.9165  0.03
H: 18.4571 -10.8273 31.9582  0.05
H: 17.4063 -11.6594 33.1954  0.05
C: 21.8839 -16.2501 38.1861  -0.26
S: 20.5591 -15.5045 39.2634  0.83
O: 21.3549 -14.8658 40.3765  -0.58
C: 20.0547 -14.1057 38.2093  -0.27
H: 21.4925 -16.6161 37.2369  0.04
H: 22.3400 -17.0607 38.7544  0.04
H: 22.7778 -15.6453 38.0339  0.05
H: 19.3485 -13.4741 38.7483  0.05
H: 19.6989 -14.4651 37.2437  0.04
H: 20.9077 -13.4521 38.0269  0.05
C: 19.4260 -19.2816 30.7863  -0.26
S: 18.7274 -17.7352 31.4779  0.82
O: 17.5719 -18.1968 32.3748  -0.60
C: 19.9928 -17.1238 32.6773  -0.24
H: 18.7141 -19.6618 30.0536  0.04
H: 19.6362 -20.0311 31.5493  0.05
H: 20.3314 -19.0842 30.2124  0.05
H: 20.3012 -18.0232 33.2102  0.05
H: 19.3879 -16.5200 33.3537  0.04
H: 20.7477 -16.5374 32.1534  0.05

* gap between HOMO and LUMO: 0.32204 Ha
* total charge: 0
* LUMO: -0.10 eV

---

What should be chosen as the least stable of them? Choose <P>.